A molecular structure, C31H51As3N2Pd, computed with wB97M-V/def2-TZVPD.

Atoms and positions in Å:
1 Pd -0.20 0.63 0.68
2 C 0.91 -1.12 -1.76
3 C 2.12 -0.23 -1.84
4 C 2.78 -0.07 -3.05
5 C 3.92 0.71 -3.15
6 C 4.43 1.33 -2.01
7 C 3.81 1.19 -0.78
8 C 4.42 1.87 0.42
9 C 2.64 0.41 -0.71
10 N 1.92 0.22 0.53
11 C 2.36 -0.56 1.44
12 C 3.67 -1.27 1.41
13 C 1.43 -0.85 2.59
14 C 1.98 -1.40 3.87
15 N 0.19 -0.66 2.36
16 C -0.81 -1.00 3.33
17 C -1.27 -0.02 4.21
18 C -0.66 1.36 4.21
19 C -2.28 -0.37 5.10
20 C -2.80 -1.65 5.11
21 C -2.32 -2.61 4.23
22 C -1.32 -2.30 3.32
23 C -0.79 -3.33 2.35
24 H 0.62 -1.46 -2.75
25 H 0.05 -0.58 -1.34
26 H 1.09 -2.00 -1.14
27 H 2.40 -0.57 -3.94
28 H 4.43 0.82 -4.09
29 H 5.33 1.92 -2.08
30 H 5.44 2.17 0.18
31 H 4.47 1.22 1.30
32 H 3.88 2.77 0.70
33 H 4.26 -1.02 0.53
34 H 3.49 -2.35 1.41
35 H 4.25 -1.05 2.31
36 H 2.57 -2.30 3.68
37 H 1.19 -1.63 4.57
38 H 2.66 -0.67 4.32
39 H -0.36 1.67 3.21
40 H 0.22 1.40 4.85
41 H -1.37 2.09 4.61
42 H -2.65 0.37 5.79
43 H -3.58 -1.91 5.81
44 H -2.73 -3.62 4.24
45 H -1.39 -4.23 2.38
46 H 0.24 -3.61 2.60
47 H -0.78 -2.94 1.33
48 C -3.44 -0.62 1.52
49 As -2.56 0.73 0.48
50 C -3.02 0.26 -1.34
51 C -3.52 2.34 1.00
52 C -3.12 3.67 0.35
53 C -3.37 3.63 -1.16
54 C -1.67 3.98 0.67
55 As -0.25 2.86 -0.05
56 C -0.03 3.23 -1.93
57 C 1.24 3.74 0.82
58 C -4.01 4.75 1.02
59 As -4.12 6.68 0.50
60 C -5.22 6.53 -1.11
61 C -2.42 7.11 -0.40
62 H -4.49 -0.66 1.24
63 H -3.35 -0.40 2.58
64 H -2.98 -1.59 1.31
65 H -4.03 0.58 -1.57
66 H -2.96 -0.82 -1.42
67 H -2.32 0.71 -2.04
68 H -3.41 2.39 2.09
69 H -4.57 2.12 0.79
70 H -2.82 2.82 -1.63
71 H -3.07 4.56 -1.63
72 H -4.43 3.48 -1.37
73 H -1.51 3.92 1.76
74 H -1.41 4.99 0.37
75 H -0.17 4.29 -2.13
76 H -0.75 2.65 -2.51
77 H 0.97 2.92 -2.21
78 H 0.85 4.53 1.47
79 H 1.88 4.20 0.07
80 H 1.80 3.03 1.42
81 H -3.78 4.76 2.09
82 H -5.05 4.43 0.94
83 H -6.16 6.04 -0.86
84 H -4.74 5.99 -1.92
85 H -5.44 7.54 -1.45
86 H -1.61 7.20 0.33
87 H -2.57 8.09 -0.85
88 H -2.14 6.42 -1.19

Total charge: +2
Gap between HOMO and LUMO (eV): 6.56
Highest occupied orbital energy (eV): -12.9
Relative energy (zero: lowest compared OMol25 entry of this formula, charge and spin) (kcal per mole): 0.0
Total energy (eV): -221938.21578
2S+1: 1

These are the Mulliken partial charges, in e, on atoms 1 to 4: -0.38 -1.06 1.24 -1.15